The molecule C5H6O3. Source: the Open Molecules 2025 dataset; level of theory: ωB97M-V with the def2-TZVPD basis set.

```
! RIJCOSX wB97M-V def2-TZVPD def2/J DEFGRID3
* xyz 0 1
C -1.174 -1.441 -1.249
C -0.836 -0.809 -0.091
O -1.676 -0.063 0.690
C 0.523 -0.921 0.341
O 1.359 -1.723 0.598
C 0.942 0.690 -0.282
C 1.164 1.575 0.907
O 1.173 0.935 -1.423
H -0.419 -1.724 -1.966
H -2.167 -1.844 -1.376
H -2.528 -0.006 0.230
H 1.875 1.097 1.582
H 1.546 2.549 0.598
H 0.219 1.685 1.441
*
```

As for the HOMO-LUMO gap: 8.1586 eV. The total energy is -419.73309 a.u. Its energy above the lowest of the compared OMol25 structures with the same formula, charge and spin is 2.893 eV. As for the structure (SMILES): C=C(O)C(=O)C(C)=O.



A cluster of 13 separate species, C4H35N2O13 in total. Source: the Open Molecules 2025 dataset; level of theory: ωB97M-V with the def2-TZVPD basis set.

```
! RIJCOSX wB97M-V def2-TZVPD def2/J DEFGRID3
* xyz -1 1
C -0.219 2.695 1.182
N 0.621 2.016 0.163
C 0.885 0.648 0.564
O 2.146 0.158 0.150
C -1.564 1.961 1.323
C -2.720 3.096 1.291
N -1.747 1.256 2.630
H -0.413 3.721 0.883
H 0.310 2.707 2.146
H 1.411 2.532 -0.181
H 0.114 -0.108 0.269
H 0.871 0.694 1.670
H -1.737 1.266 0.495
H -3.223 3.062 0.330
H -3.305 2.815 2.175
H -2.179 4.042 1.352
H -1.323 1.783 3.382
H -1.314 0.341 2.553
H 3.436 -1.361 2.294
H 2.396 -0.613 1.481
O 2.483 -1.396 2.140
H 2.839 0.763 -2.739
H 2.007 0.246 -1.544
O 2.166 0.115 -2.543
H 1.911 0.270 3.651
H 3.028 1.022 3.064
O 2.264 1.185 3.634
H -1.600 -1.838 -2.368
H -2.404 -1.580 -3.598
O -2.473 -2.062 -2.764
H -2.675 -4.533 -0.728
H -2.300 -3.112 -1.119
O -2.080 -3.816 -0.483
H 0.892 -3.406 1.871
H 1.285 -2.233 1.248
O 0.413 -2.642 1.520
H -3.446 2.135 -1.290
H -1.870 1.965 -1.575
O -2.751 2.074 -1.949
H 2.539 2.620 -1.719
H 3.511 2.184 -0.621
O 3.458 2.709 -1.430
H 2.518 -1.872 -1.018
H 1.452 -3.069 -1.014
O 2.372 -2.832 -1.054
H 0.006 -0.602 -1.225
H 0.608 -1.133 -2.538
O -0.207 -0.849 -2.122
H -1.687 -2.970 2.341
H -0.797 -2.855 3.516
O -1.711 -2.690 3.261
H -1.238 0.465 -3.942
H -2.759 0.611 -3.930
O -2.023 0.351 -4.488
*
```

As for the HOMO-LUMO gap: 8.5351 eV. The total energy is -1261.05890 a.u. Its energy above the lowest of the compared OMol25 structures with the same formula, charge and spin is 2.850 eV.



A cluster of 10 separate species, C25H51BBr18O5 in total. Source: the Open Molecules 2025 dataset; level of theory: ωB97M-V with the def2-TZVPD basis set.

```
! RIJCOSX wB97M-V def2-TZVPD def2/J DEFGRID3
* xyz 0 1
C 1.820 0.685 0.048
C 2.059 -0.758 -0.417
B 1.048 -1.381 -1.425
O 1.046 -2.765 -1.614
C -0.012 -0.571 -2.322
O 0.610 0.445 -3.198
C 0.341 1.708 -2.794
O -0.636 2.354 -3.023
O -0.953 -0.030 -1.460
C -2.314 -0.130 -1.870
C -3.207 -0.025 -0.651
C -2.844 1.190 0.213
O -3.040 -1.186 0.176
H 0.766 0.958 0.108
H 2.228 0.787 1.060
H 2.351 1.390 -0.594
H 2.084 -1.437 0.439
H 3.058 -0.819 -0.868
H 0.384 -3.217 -1.081
H -0.487 -1.251 -3.039
H 1.143 2.134 -2.174
H -2.547 0.700 -2.547
H -2.497 -1.070 -2.404
H -4.250 0.059 -0.972
H -3.708 1.821 0.418
H -2.084 1.813 -0.258
H -2.440 0.855 1.168
H -2.879 -1.939 -0.401
Br -2.538 3.070 3.865
C -0.658 2.566 3.896
C 0.227 3.648 3.342
Br 0.116 3.731 1.402
H -0.576 1.636 3.341
H -0.418 2.390 4.940
H 1.271 3.440 3.574
H -0.039 4.632 3.712
Br -4.568 -1.965 -4.265
C -5.981 -3.261 -3.944
C -5.964 -3.779 -2.531
Br -4.520 -5.046 -2.227
H -5.851 -4.048 -4.680
H -6.911 -2.731 -4.138
H -6.881 -4.322 -2.315
H -5.831 -2.982 -1.805
Br -4.060 0.642 -6.226
C -2.657 1.226 -7.447
C -1.343 0.578 -7.096
Br -0.585 1.328 -5.473
H -2.623 2.308 -7.381
H -2.978 0.929 -8.443
H -0.625 0.737 -7.898
H -1.446 -0.487 -6.911
Br 2.422 1.505 6.126
C 2.583 2.678 7.667
C 1.399 3.599 7.801
Br 1.452 5.040 6.499
H 3.517 3.218 7.550
H 2.645 2.021 8.531
H 1.403 4.082 8.775
H 0.456 3.081 7.655
Br -10.411 -3.008 -4.891
C -10.277 -1.354 -3.878
C -9.887 -0.186 -4.745
Br -8.006 -0.243 -5.220
H -9.555 -1.533 -3.088
H -11.261 -1.193 -3.445
H -10.028 0.744 -4.199
H -10.443 -0.152 -5.676
Br 4.247 2.104 2.511
C 3.972 3.617 1.325
C 4.762 4.819 1.769
Br 3.951 5.664 3.325
H 2.904 3.812 1.305
H 4.298 3.285 0.341
H 4.770 5.578 0.991
H 5.780 4.566 2.047
Br 4.953 -0.713 4.491
C 6.840 -1.179 4.486
C 7.677 -0.113 3.829
Br 7.511 -0.157 1.895
H 6.929 -2.137 3.984
H 7.114 -1.288 5.532
H 8.731 -0.282 4.037
H 7.395 0.886 4.147
Br 5.497 -4.089 -4.587
C 5.580 -3.654 -2.696
C 4.494 -2.698 -2.284
Br 4.866 -0.878 -2.868
H 6.572 -3.253 -2.512
H 5.462 -4.599 -2.172
H 4.427 -2.649 -1.199
H 3.524 -2.965 -2.693
Br 2.151 -4.486 2.404
C 2.105 -3.812 4.226
C 0.901 -2.946 4.490
Br 1.080 -1.178 3.703
H 3.036 -3.274 4.381
H 2.078 -4.694 4.862
H 0.800 -2.778 5.560
H -0.019 -3.369 4.098
*
```

As for the HOMO-LUMO gap: 9.2141 eV. The total energy is -47716.49178 a.u. Its energy above the lowest of the compared OMol25 structures with the same formula, charge and spin is 0.000 eV. As for the structure (SMILES): CCB(O)[C@H](OC=O)OC[C@H](C)O.BrCCBr.BrCCBr.BrCCBr.BrCCBr.BrCCBr.BrCCBr.BrCCBr.BrCCBr.BrCCBr.



A cluster of 2 separate species, C4H4ClN in total. Source: the Open Molecules 2025 dataset; level of theory: ωB97M-V with the def2-TZVPD basis set.

```
! RIJCOSX wB97M-V def2-TZVPD def2/J DEFGRID3
* xyz 0 1
N 2.530 -0.912 1.277
C 1.317 -0.760 1.014
C -0.007 -0.633 0.932
Cl -0.800 0.687 1.742
H 3.283 -0.609 0.703
H -0.550 -1.545 0.544
C -1.954 1.008 -1.345
C -0.875 0.981 -1.826
H -2.997 0.840 -0.967
H 0.053 0.945 -2.076
*
```

As for the HOMO-LUMO gap: 9.4950 eV. The total energy is -669.60208 a.u. Its energy above the lowest of the compared OMol25 structures with the same formula, charge and spin is 4.339 eV. As for the structure (SMILES): N=C=CCl.C#C.



A structure of composition C17H43InN3O7S. Source: the Open Molecules 2025 dataset; level of theory: ωB97M-V with the def2-TZVPD basis set.

```
! RIJCOSX wB97M-V def2-TZVPD def2/J DEFGRID3
* xyz -1 1
C -0.458 0.792 -1.069
N -1.112 0.860 -2.364
C -0.419 1.703 -3.325
C -1.353 -0.452 -2.850
O -0.697 -0.917 -3.782
C -2.433 -1.240 -2.167
In -4.017 -0.048 -1.176
S -5.883 0.591 -2.797
C -7.137 1.399 -1.783
O -5.481 1.609 -3.778
O -6.513 -0.593 -3.391
H -0.278 1.784 -0.673
H 0.479 0.222 -1.091
H -1.124 0.278 -0.379
H -1.126 1.992 -4.099
H 0.419 1.211 -3.818
H -0.108 2.619 -2.835
H -1.984 -1.858 -1.392
H -2.828 -1.909 -2.923
H -3.502 1.459 -0.416
H -4.812 -1.060 0.066
H -7.439 0.693 -1.015
H -7.968 1.723 -2.398
H -6.638 2.230 -1.295
C 2.699 -4.007 -0.881
O 2.893 -3.813 -2.265
C 2.145 -2.727 -2.813
C 3.046 -1.583 -3.214
N 3.619 -0.919 -2.047
C 4.669 0.045 -2.351
C 5.950 -0.462 -3.007
O 6.740 -1.300 -2.183
C 6.374 -2.667 -2.176
H 3.177 -4.949 -0.612
H 3.151 -3.206 -0.284
H 1.635 -4.074 -0.635
H 1.372 -2.386 -2.119
H 1.641 -3.102 -3.705
H 2.457 -0.859 -3.783
H 3.822 -1.992 -3.878
H 3.993 -1.620 -1.422
H 4.954 0.518 -1.407
H 4.244 0.832 -2.982
H 6.572 0.411 -3.219
H 5.758 -0.949 -3.971
H 5.962 -2.983 -3.137
H 5.653 -2.889 -1.384
H 7.275 -3.248 -1.974
C 0.995 3.328 4.788
O 0.720 2.103 5.438
C -0.358 2.155 6.362
C -1.556 1.377 5.861
N -2.182 2.040 4.726
C -3.201 1.244 4.041
C -2.774 -0.054 3.366
O -1.937 0.125 2.246
C -0.559 0.261 2.526
H 1.929 3.204 4.242
H 0.211 3.600 4.074
H 1.117 4.141 5.510
H -0.633 3.190 6.586
H -0.006 1.693 7.290
H -2.289 1.297 6.670
H -1.210 0.364 5.615
H -1.468 2.288 4.055
H -3.636 1.880 3.267
H -4.002 1.020 4.753
H -3.680 -0.526 2.978
H -2.328 -0.770 4.070
H -0.264 -0.310 3.411
H -0.274 1.310 2.658
H -0.005 -0.120 1.668
*
```

As for the HOMO-LUMO gap: 7.2679 eV. The total energy is -1952.68050 a.u.



A structure of composition C4H11BrCuNO. Source: the Open Molecules 2025 dataset; level of theory: ωB97M-V with the def2-TZVPD basis set.

```
! RIJCOSX wB97M-V def2-TZVPD def2/J DEFGRID3
* xyz 1 2
Cu -17.328 6.427 9.658
Br -21.547 7.301 10.777
C -28.341 7.022 13.388
C -27.782 8.171 14.124
C -27.090 7.763 15.438
O -28.093 7.330 16.380
C -27.673 7.400 17.745
N -26.867 8.836 13.241
H -27.620 6.313 12.981
H -29.097 7.294 12.652
H -28.891 6.434 14.123
H -28.646 8.807 14.318
H -26.676 8.707 15.793
H -26.328 6.986 15.372
H -26.753 6.907 18.056
H -28.420 6.912 18.371
H -27.526 8.433 18.060
H -26.305 9.509 13.743
H -26.138 8.218 12.914
*
```

As for the HOMO-LUMO gap (alpha / beta): 2.8940 / 2.9001 eV. The total energy is -4503.05410 a.u. Its energy above the lowest of the compared OMol25 structures with the same formula, charge and spin is 2.615 eV. The expectation value of S² is 0.75.



The molecule C3H5NO2. Source: the Open Molecules 2025 dataset; level of theory: ωB97M-V with the def2-TZVPD basis set.

```
! RIJCOSX wB97M-V def2-TZVPD def2/J DEFGRID3
* xyz 0 1
O 2.083 -0.659 -0.812
C 1.768 -0.101 0.213
C 0.334 0.116 0.626
N -0.555 -0.392 -0.382
C -1.783 0.158 -0.566
O -2.270 1.000 0.163
H 2.530 0.274 0.924
H 0.181 -0.368 1.603
H 0.149 1.186 0.788
H -0.133 -0.959 -1.106
H -2.303 -0.253 -1.451
*
```

As for the HOMO-LUMO gap: 11.0180 eV. The total energy is -322.54656 a.u. Its energy above the lowest of the compared OMol25 structures with the same formula, charge and spin is 0.756 eV. As for the structure (SMILES): O=CCNC=O.



The molecule C4H7BrN2S. Source: the Open Molecules 2025 dataset; level of theory: ωB97M-V with the def2-TZVPD basis set.

```
! RIJCOSX wB97M-V def2-TZVPD def2/J DEFGRID3
* xyz 0 1
C -1.030 -0.888 -0.011
C 0.262 -0.108 -0.008
C 1.399 -1.003 0.081
Br 3.116 -0.127 -0.054
N 0.446 0.612 -1.240
N 0.627 1.783 -1.263
C 0.673 2.465 -0.035
S 0.163 1.203 1.249
H -1.054 -1.939 -0.348
H -1.848 -0.295 -0.554
H -1.468 -0.957 1.102
H 1.322 -1.638 -0.775
H 1.183 -1.708 0.984
H 1.505 3.004 0.157
H -0.176 3.168 -0.078
*
```

As for the HOMO-LUMO gap: 9.7608 eV. The total energy is -3238.25387 a.u. Its energy above the lowest of the compared OMol25 structures with the same formula, charge and spin is 0.238 eV. As for the structure (SMILES): C[C@@]1(CBr)N=NCS1.



A structure of composition C47H55AsBaN5O3P. Source: the Open Molecules 2025 dataset; level of theory: ωB97M-V with the def2-TZVPD basis set.

```
! RIJCOSX wB97M-V def2-TZVPD def2/J DEFGRID3
* xyz 0 1
Ba 1.338 0.237 -0.845
C 0.797 3.432 2.819
C 0.085 2.175 3.331
C 0.092 2.142 4.858
P 0.739 0.703 2.406
C 2.138 -0.057 3.369
C 3.329 0.895 3.472
C 1.805 -0.701 4.713
C -0.550 -0.570 2.552
C -1.670 -0.482 3.373
C -2.622 -1.490 3.459
C -3.838 -1.356 4.337
C -2.403 -2.633 2.691
C -1.315 -2.752 1.849
C -0.363 -1.713 1.719
N 0.683 -1.745 0.847
C 0.964 -2.941 0.166
C 1.791 -3.908 0.772
C 2.186 -3.752 2.215
C 2.235 -4.996 0.038
C 1.875 -5.179 -1.296
C 2.423 -6.331 -2.094
C 0.998 -4.266 -1.856
C 0.518 -3.167 -1.142
C -0.538 -2.293 -1.770
H 0.333 4.329 3.238
H 0.766 3.493 1.729
H 1.847 3.434 3.119
H -0.957 2.228 2.989
H 1.113 2.199 5.239
H -0.366 1.243 5.267
H -0.448 3.009 5.251
H 2.407 -0.865 2.682
H 3.132 1.711 4.170
H 3.578 1.337 2.504
H 4.210 0.361 3.834
H 1.659 0.042 5.496
H 2.629 -1.349 5.026
H 0.904 -1.312 4.648
H -1.819 0.406 3.978
H -3.757 -0.482 4.985
H -3.969 -2.231 4.977
H -4.753 -1.245 3.749
H -3.114 -3.452 2.747
H -1.187 -3.650 1.255
H 2.845 -2.893 2.368
H 2.705 -4.644 2.567
H 1.310 -3.589 2.844
H 2.888 -5.720 0.516
H 2.456 -7.245 -1.498
H 3.442 -6.123 -2.430
H 1.816 -6.523 -2.978
H 0.654 -4.418 -2.875
H -1.189 -2.899 -2.402
H -0.128 -1.524 -2.437
H -1.155 -1.814 -1.010
O 3.359 1.669 -4.107
C 2.939 0.599 -3.651
O 1.741 0.219 -3.533
C 4.002 -0.359 -3.100
C 5.138 -0.673 -3.871
C 6.076 -1.509 -3.351
C 5.913 -2.019 -2.045
C 6.849 -2.873 -1.420
C 6.642 -3.307 -0.145
C 5.489 -2.919 0.567
C 4.559 -2.103 -0.012
C 4.750 -1.633 -1.334
N 3.810 -0.809 -1.885
H 5.234 -0.241 -4.857
H 6.958 -1.778 -3.922
H 7.736 -3.171 -1.968
H 7.368 -3.956 0.328
H 5.334 -3.283 1.573
H 3.649 -1.822 0.509
N -6.375 1.670 -2.563
C -7.641 2.132 -2.273
C -8.835 2.121 -2.987
C -9.928 2.696 -2.370
C -9.836 3.265 -1.089
C -8.648 3.271 -0.387
C -7.533 2.693 -0.993
N -6.236 2.565 -0.525
C -5.593 1.939 -1.469
C -4.173 1.573 -1.401
C -3.444 1.215 -2.532
C -2.110 0.876 -2.386
N -1.482 0.884 -1.212
C -2.184 1.226 -0.130
C -3.521 1.579 -0.173
H -6.102 1.139 -3.370
H -8.909 1.685 -3.974
H -10.879 2.712 -2.886
H -10.719 3.705 -0.647
H -8.571 3.706 0.600
H -3.890 1.208 -3.518
H -1.516 0.585 -3.247
H -1.655 1.195 0.816
H -4.061 1.841 0.725
C 0.353 5.555 -1.546
As 1.294 3.981 -2.140
C 3.064 4.532 -2.628
C 0.386 3.351 -3.704
O 1.306 2.861 -0.914
H 0.322 6.308 -2.333
H 0.860 5.955 -0.670
H -0.661 5.269 -1.270
H 3.004 5.359 -3.336
H 3.566 3.682 -3.089
H 3.584 4.851 -1.726
H -0.661 3.197 -3.447
H 0.862 2.421 -4.019
H 0.464 4.099 -4.493
*
```

As for the HOMO-LUMO gap: 5.9685 eV. The total energy is -4926.29866 a.u. Its energy above the lowest of the compared OMol25 structures with the same formula, charge and spin is 0.000 eV.



The molecule C6H10N4O2. Source: the Open Molecules 2025 dataset; level of theory: ωB97M-V with the def2-TZVPD basis set.

```
! RIJCOSX wB97M-V def2-TZVPD def2/J DEFGRID3
* xyz 0 1
C 1.050 0.711 -1.032
C -0.036 -0.667 0.148
C 1.042 -0.154 -2.196
C -2.192 -0.878 1.546
C -0.179 0.516 2.300
C -0.596 -0.702 1.509
N 0.590 -1.373 -1.970
N -0.040 -1.513 -0.781
N 1.434 0.238 -3.375
N 1.487 1.949 -0.737
O 1.359 2.441 0.338
O 2.020 2.532 -1.739
H -2.496 -1.800 1.007
H -2.832 0.045 1.211
H -2.481 -1.116 2.667
H -1.129 0.730 2.894
H -0.143 1.459 1.677
H 0.719 0.657 3.024
H -0.221 -1.589 1.954
H -0.604 -2.370 -0.653
H 1.909 1.132 -3.508
H 1.339 -0.246 -4.283
*
```

As for the HOMO-LUMO gap: 8.5185 eV. The total energy is -603.86325 a.u. Its energy above the lowest of the compared OMol25 structures with the same formula, charge and spin is 7.466 eV.



A structure of composition C11H26FeN4O7S. Source: the Open Molecules 2025 dataset; level of theory: ωB97M-V with the def2-TZVPD basis set.

```
! RIJCOSX wB97M-V def2-TZVPD def2/J DEFGRID3
* xyz 0 5
O 0.411 -1.457 -3.581
H -0.328 -1.910 -4.119
Fe -0.201 0.035 -0.204
N 1.222 -0.850 -0.972
N -0.748 -1.648 0.249
N 0.564 1.754 -0.292
N -1.270 0.930 1.038
O 2.329 -0.381 -1.310
O 1.666 2.057 -1.010
O -2.076 0.315 1.964
O -1.658 -2.010 1.096
C -0.109 -2.659 -0.408
C 1.065 -2.201 -1.072
C 0.016 2.748 0.429
C -1.095 2.265 1.215
C 2.054 -3.066 -1.739
H 2.200 -2.747 -2.768
H 1.630 -4.073 -1.704
H 2.987 -3.047 -1.169
C -0.653 -4.035 -0.380
H -1.635 -4.078 -0.852
H -0.728 -4.340 0.660
H 0.040 -4.670 -0.934
C 0.599 4.126 0.526
C -1.873 3.091 2.167
H 1.308 4.356 -0.286
H 1.141 4.236 1.483
H -0.188 4.907 0.536
H -2.450 2.447 2.843
H -2.579 3.765 1.641
H -1.208 3.755 2.756
H 2.132 1.155 -1.089
H -2.028 -0.684 1.654
C -1.364 0.196 -1.713
H -0.744 -0.309 -2.470
H -1.644 1.258 -1.879
H -2.282 -0.366 -1.452
O 1.975 0.692 -3.964
H 1.629 -0.238 -4.061
H 1.180 1.167 -3.661
C 2.224 -1.672 3.361
S 0.862 -0.611 2.973
C 1.217 0.809 3.983
O 1.278 -0.130 1.598
H 2.149 -1.941 4.406
H 3.167 -1.171 3.117
H 2.131 -2.576 2.752
H 2.141 1.294 3.644
H 0.391 1.519 3.902
H 1.288 0.475 5.013
*
```

As for the HOMO-LUMO gap (alpha / beta): 5.9846 / 5.2582 eV. The total energy is -2841.95344 a.u. Its energy above the lowest of the compared OMol25 structures with the same formula, charge and spin is 0.000 eV. The expectation value of S² is 6.08.



What is the total energy in the third record? -47716.49178 a.u.